No. 1
Molecular formula: C27H63N9O13SZn
Method: DFT, wB97M-V/def2-TZVPD

* multiplicity: 1
* total energy: -128305.3576 eV
* relative energy (zero: lowest compared OMol25 entry of this formula, charge and spin): 119.8 kcal/mol
* Kohn-Sham gap: 7.914 eV

Structure (XYZ):
```
114
C27H63N9O13SZn (wB97M-V/def2-TZVPD)
Zn -1.30513 0.52900 -0.96791
S 0.72001 0.16277 0.44063
O 1.80927 -0.70043 0.08564
O 0.39338 1.11550 -0.59531
O -0.57614 -0.51901 0.40030
O 0.85600 0.88747 1.71437
C 0.84345 -3.91958 0.87209
C 2.20706 -4.25300 0.29735
O 2.52421 -5.41766 0.18158
N 2.95419 -3.21482 -0.24140
C 4.16473 -3.48145 -1.16006
H 0.22641 -4.81661 0.82011
H 0.29784 -3.02798 0.56313
H 0.96389 -3.85278 1.95336
H 2.52840 -2.29909 -0.25743
H 3.87387 -3.37410 -2.20504
H 4.55718 -4.49499 -1.24259
H 4.94131 -2.79315 -0.82649
C -4.99470 -1.14727 -2.38586
C -3.63280 -1.51270 -1.78251
O -2.98586 -0.65586 -1.19499
N -3.15583 -2.77425 -1.90306
C -1.94468 -3.24988 -1.32418
H -5.64387 -1.99285 -2.15851
H -5.11591 -1.07533 -3.46670
H -5.33119 -0.15006 -2.10223
H -3.36192 -3.33991 -2.71403
H -1.96026 -3.19367 -0.23574
H -1.11427 -2.68011 -1.74116
H -1.86331 -4.28790 -1.64669
C 1.55808 2.28633 5.50841
C 1.66525 0.84710 5.37139
O 2.33466 0.22704 6.20628
N 1.02032 0.21149 4.38122
C 0.86445 -1.21732 4.20638
H 1.98347 2.64053 6.44739
H 0.51371 2.59835 5.50231
H 2.15297 2.76411 4.72999
H 0.68240 0.74469 3.59280
H 1.34097 -1.40623 3.24443
H -0.15531 -1.55165 4.01553
H 1.49419 -1.87248 4.80827
C 2.31421 3.79547 1.00555
C 3.49930 3.00847 1.54274
O 4.61296 3.45270 1.26877
N 3.26937 1.77329 2.05676
C 4.19704 0.82679 2.57894
H 1.48126 3.67811 1.69874
H 1.93755 3.57318 0.00715
H 2.56179 4.85683 1.02352
H 2.30251 1.48123 2.05814
H 4.04806 -0.11745 2.05518
H 4.04788 0.69449 3.65055
H 5.23371 1.08264 2.35992
C 4.16423 2.18036 -2.34476
C 4.46077 2.37075 -3.80698
O 5.49426 2.89328 -4.20767
N 3.48114 1.92268 -4.62470
C 3.57712 2.27941 -6.08154
H 5.00827 1.58700 -1.99315
H 3.22292 1.66372 -2.15730
H 4.08700 3.11172 -1.78378
H 2.55779 1.72097 -4.26856
H 3.03927 3.22064 -6.19521
H 3.29585 1.45074 -6.73138
H 4.54931 2.60497 -6.45161
C -3.44918 3.62347 -3.19631
C -2.13398 3.14899 -2.66138
O -1.97058 1.94529 -2.28143
N -1.19290 4.08274 -2.59088
C 0.05580 3.75193 -1.92292
H -4.10247 2.78922 -3.45196
H -3.28520 4.32895 -4.01087
H -3.96143 4.12652 -2.37615
H -1.13779 5.01193 -2.98286
H 0.68680 3.22274 -2.63700
H -0.04211 3.35537 -0.91234
H 0.43684 4.76222 -1.77390
C -4.17555 1.35168 1.76369
C -2.67590 1.53012 1.48131
O -2.32179 1.61851 0.32982
N -1.80159 1.51719 2.48315
C -2.11160 1.18665 3.82187
H -4.44202 0.30542 1.91348
H -4.72112 1.68126 0.87948
H -4.43986 2.03352 2.57198
H -0.81721 1.47784 2.26062
H -2.49240 0.16663 3.77032
H -2.90397 1.89338 4.06841
H -1.36689 1.33461 4.60392
C -0.38322 0.36826 -4.88670
C 0.03002 -0.43269 -3.71765
O -0.54905 -0.19096 -2.65691
N 1.10979 -1.21947 -3.92323
C 1.77284 -2.13356 -2.91572
H 0.37030 0.34142 -5.67383
H -0.45113 1.43639 -4.68025
H -1.32782 -0.10098 -5.16169
H 1.60614 -1.13522 -4.79881
H 2.73011 -1.77421 -2.53806
H 2.04557 -3.14794 -3.20683
H 1.13349 -2.38554 -2.06965
C -4.43423 -4.88476 3.83715
C -4.44894 -3.37916 4.31444
O -5.10910 -3.10223 5.32402
N -3.95286 -2.41109 3.57568
C -2.99220 -2.63339 2.52198
H -4.41634 -4.87578 2.74733
H -5.34362 -5.43244 4.08443
H -3.58167 -5.40173 4.27757
H -4.02565 -1.46090 3.91021
H -3.37080 -3.29634 1.74399
H -2.10219 -3.09870 2.94560
H -2.71742 -1.74942 1.94649
```

Results of the Löwdin charge analysis, in e, for atoms 1 through 8: 0.515, 0.304, -0.283, -0.359, -0.351, -0.359, -0.002, -0.541

=====

No. 2
Molecular formula: C4H10NO
Method: DFT, wB97M-V/def2-TZVPD

* multiplicity: 1
* total energy: -7831.0397 eV
* total charge: +1
* relative energy (zero: lowest compared OMol25 entry of this formula, charge and spin): 237.0 kcal/mol
* Kohn-Sham gap: 5.227 eV

Structure (XYZ):
```
16
C4H10NO (wB97M-V/def2-TZVPD)
O 0.08496 -0.01591 -0.68420
C 0.22935 1.11561 -1.03869
C 2.93501 1.25617 -1.84449
N 2.34368 0.56710 -2.67593
C -1.42888 -2.48686 0.36651
C 3.29086 1.38112 -0.54263
H 0.05515 1.68819 -1.89813
H -0.51653 -2.63338 -0.29303
H 2.39240 0.60868 -3.73630
H 0.82562 1.60971 -0.30023
H -1.24296 -3.34934 0.95742
H -2.34963 -2.67355 -0.30573
H -1.32133 -1.47434 0.77519
H 3.87033 2.09828 -0.03616
H -4.60278 1.25781 5.17080
H -4.56526 1.05071 6.08558
```

Results of the natural (NBO) charge analysis, in e, for atoms 1 through 8: -0.356, 0.275, 0.250, -0.358, -0.863, 0.167, 0.171, 0.202

=====

No. 3
Molecular formula: C48H56N7O6SV
Method: DFT, wB97M-V/def2-TZVPD

* multiplicity: 2
* total energy: -109924.5605 eV
* total charge: -1
* relative energy (zero: lowest compared OMol25 entry of this formula, charge and spin): 65.3 kcal/mol
* Kohn-Sham gap (spin up / spin down): 5.309 / 5.305 eV

Structure (XYZ):
```
119
C48H56N7O6SV (wB97M-V/def2-TZVPD)
V -1.41978 -0.04320 -0.28963
C 3.86363 -3.87329 1.02820
C 3.30333 -3.31920 2.34280
C 2.56449 -2.01643 2.16929
C 3.04066 -0.82764 2.59420
C 4.36283 -0.63132 3.28722
C 5.54773 -0.65719 2.31913
C 2.15259 0.39467 2.36206
C 2.78471 1.76384 2.07962
C 2.36776 2.54729 1.05000
C 2.62763 3.99865 0.86264
C 3.54788 4.77576 1.74467
C 5.02437 4.53249 1.41231
C 1.90094 4.44346 -0.18223
C 1.16374 3.30255 -0.75081
C 0.27081 3.25487 -1.75732
C -0.50476 2.15020 -2.30945
N -0.57922 0.83548 -1.90054
C -1.47759 0.20056 -2.77468
C -1.85547 -1.19190 -2.74422
C -1.50241 -2.16446 -1.85723
N -0.67008 -1.87394 -0.79096
C -0.38213 -3.04792 -0.13792
C 0.55285 -3.20927 0.87870
C 1.31977 -2.06383 1.34595
N 0.91876 -0.97294 0.79771
C -1.16865 -4.11382 -0.79097
C -1.85976 -3.56995 -1.82454
C -2.79082 -4.24098 -2.78363
C -2.08368 -4.79780 -4.02381
C -1.11368 -5.55323 -0.38962
C 0.14888 -6.26290 -0.89315
C -1.95225 1.12459 -3.71122
C -1.32780 2.33523 -3.43332
C -1.51707 3.62582 -4.16972
C -0.40518 3.90636 -5.18552
C -2.94605 0.82529 -4.79091
C -2.30950 0.20961 -6.04249
N 1.56138 2.22102 -0.02330
C 1.81544 5.83272 -0.72441
C 2.82061 6.08417 -1.85223
H 4.36331 -4.83160 1.18687
H 4.58457 -3.17874 0.59221
H 3.06532 -4.01737 0.29854
H 4.11255 -3.19792 3.06322
H 2.61208 -4.05272 2.77124
H 4.50166 -1.38232 4.07018
H 4.34768 0.33460 3.79569
H 5.67195 -1.64875 1.88117
H 6.47850 -0.38952 2.82616
H 5.38379 0.05152 1.50474
H 3.40035 2.21399 2.84863
H 3.36425 4.49686 2.78663
H 3.32159 5.84087 1.66067
H 5.26985 3.47303 1.50863
H 5.67994 5.09964 2.07720
H 5.24128 4.82803 0.38367
H 0.08039 4.20274 -2.24469
H -2.53435 -1.49941 -3.53040
H 0.71267 -4.19388 1.29822
H -3.55188 -3.52107 -3.09527
H -3.31836 -5.04962 -2.27183
H -1.54273 -4.00426 -4.54313
H -2.79373 -5.24447 -4.72410
H -1.35644 -5.56250 -3.74251
H -1.99682 -6.07192 -0.77333
H -1.15434 -5.62611 0.70168
H 0.18969 -6.24472 -1.98415
H 0.17688 -7.30473 -0.56529
H 1.04555 -5.76106 -0.52503
H -1.57954 4.45166 -3.45671
H -2.48055 3.60580 -4.68577
H 0.57020 3.91678 -4.69392
H -0.54904 4.86850 -5.68522
H -0.37712 3.12614 -5.95005
H -3.46570 1.74556 -5.06754
H -3.71271 0.15160 -4.39901
H -1.56462 0.88674 -6.46682
H -3.05662 -0.00222 -6.81296
H -1.79750 -0.72392 -5.79719
H 1.97611 6.55263 0.08088
H 0.80286 6.00298 -1.09660
H 3.84463 5.97791 -1.48731
H 2.70796 7.08784 -2.26881
H 2.67970 5.36038 -2.65792
S -2.91748 1.90413 -0.14441
O -0.89158 0.69059 1.03820
O -0.26200 2.33233 2.53948
C -6.62429 -1.43388 0.02889
N -5.35920 -1.51730 0.74524
C -5.27984 -1.91432 2.03755
C -4.11021 -1.94051 2.68855
C -2.93926 -1.52734 1.97054
N -3.00887 -1.12739 0.70349
C -4.22286 -1.09358 0.04659
O -4.34987 -0.69801 -1.09552
N -1.76141 -1.61596 2.58703
H -7.42362 -1.72212 0.70809
H -6.61558 -2.09443 -0.83566
H -6.78301 -0.41830 -0.32470
H -6.21101 -2.20805 2.50416
H -4.04161 -2.25679 3.71775
H -1.77744 -1.53128 3.59060
H -0.95576 -1.16496 2.16355
O 1.58778 0.15544 1.10487
C 1.14132 0.58224 3.53751
C 1.35294 -0.17608 4.69374
C 0.66604 0.04165 5.87911
C -0.26023 1.07247 5.94812
C -0.51087 1.82800 4.81679
C 0.14675 1.58583 3.61373
C -1.52293 1.81798 2.00069
O -2.31968 1.32618 2.79023
O -1.92246 2.73166 1.01953
H 1.11615 1.33284 -0.12214
H 2.09394 -0.96523 4.67513
H 0.87033 -0.58282 6.74055
H -0.79460 1.27710 6.86877
H -1.25778 2.60948 4.81258
```

Results of the Löwdin charge analysis, in e, for atoms 1 through 8: 0.876, -0.085, -0.193, -0.104, -0.124, -0.202, -0.076, -0.308